one:
Below is a single C3H4N2O molecule, with properties calculated with wB97M-V/def2-TZVPD.

Results
HOMO energy	-9.011	eV
molecular weight	84.078	g/mol

The geometry in XYZ format:
```
10
C3H4N2O | the Open Molecules 2025 dataset | wB97M-V/def2-TZVPD
O 1.511 0.411 1.025
C 0.381 0.074 0.358
C -0.668 -0.599 0.829
C -1.725 0.272 -2.059
N -0.612 0.447 -1.705
N 0.459 0.628 -0.931
H 1.534 -0.105 1.841
H -0.757 -0.825 1.884
H -1.470 -0.907 0.171
H 1.348 0.603 -1.414
```

***

two:
Below is C3H4N2O as an isolated structure, with properties calculated with wB97M-V/def2-TZVPD.

Results
HOMO energy	-10.082	eV
molecular weight	84.078	g/mol

The geometry in XYZ format:
```
10
C3H4N2O | the Open Molecules 2025 dataset | wB97M-V/def2-TZVPD
C -0.051 1.066 0.032
C 0.204 -0.251 -0.072
C 1.516 -0.783 -0.067
H -0.653 1.429 -0.732
H -0.442 1.309 1.049
H 0.928 1.427 0.084
H -2.105 -0.397 -0.503
N -0.365 -1.446 -0.166
N 2.664 -1.059 0.137
O -1.696 -1.295 0.237
```

***

The winner here is one, beating the second structure by 213.8 kJ/mol.

***

one:
Below is a 2-piece molecular cluster, C3H4N2O overall, with properties calculated with wB97M-V/def2-TZVPD.

Results
HOMO energy	-9.166	eV
molecular weight	84.078	g/mol

The geometry in XYZ format:
```
10
C3H4N2O | the Open Molecules 2025 dataset | wB97M-V/def2-TZVPD
O -0.317 0.791 2.742
C 0.177 -0.039 2.089
N -1.505 0.448 -0.751
C -0.332 0.220 -1.149
C 0.890 -0.359 -0.988
N 0.821 -0.812 1.394
H -2.105 0.840 -1.472
H 0.116 0.320 -2.238
H 1.706 0.357 -0.849
H 0.549 -1.767 1.221
```

***

two:
Below is a 2-piece molecular cluster, C3H4N2O overall, with properties calculated with wB97M-V/def2-TZVPD.

Results
HOMO energy (spin up / spin down)	-8.661 / -8.662	eV
molecular weight	84.078	g/mol

The geometry in XYZ format:
```
10
C3H4N2O | the Open Molecules 2025 dataset | wB97M-V/def2-TZVPD
O 1.125 1.518 1.113
C 0.909 0.388 0.449
C 1.064 -0.732 -0.071
C -0.967 -1.243 -0.805
N -1.526 -0.185 -0.560
N -1.149 0.943 -0.141
H 2.023 1.536 1.472
H 1.584 -1.613 -0.384
H -1.235 -1.952 -1.578
H -1.828 1.341 0.505
```

***

three:
Below is a single C3H4N2O molecule, with properties calculated with wB97M-V/def2-TZVPD.

Results
SMILES string	Cc1ncno1
HOMO energy	-10.574	eV
molecular weight	84.078	g/mol

The geometry in XYZ format:
```
10
C3H4N2O | the Open Molecules 2025 dataset | wB97M-V/def2-TZVPD
C -1.613 0.041 0.032
C -0.142 -0.116 0.104
N 0.711 0.663 0.695
C 1.894 0.214 0.173
N 1.795 -0.786 -0.653
O 0.430 -1.021 -0.694
H -1.983 0.567 0.911
H -2.136 -0.905 -0.103
H -1.805 0.664 -0.846
H 2.847 0.679 0.382
```

***

four:
Below is a 2-piece molecular cluster, C3H4N2O overall, with properties calculated with wB97M-V/def2-TZVPD.

Results
HOMO energy	-8.287	eV
molecular weight	84.078	g/mol

The geometry in XYZ format:
```
10
C3H4N2O | the Open Molecules 2025 dataset | wB97M-V/def2-TZVPD
C 0.029 -1.030 0.574
C -0.643 0.113 0.331
C -0.754 0.654 -0.964
N 2.805 1.327 0.333
N 2.058 2.131 0.486
O -1.244 -0.134 -1.831
H -0.068 -1.424 1.545
H 0.572 -1.480 -0.162
H -1.112 0.720 1.200
H -1.644 -0.878 -1.513
```

***

The winner here is three, beating the second structure by 204.2 kJ/mol.

***

one:
Below is a single C4H8OS molecule, with properties calculated with wB97M-V/def2-TZVPD.

Results
SMILES string	CSC[C@H]1CO1
HOMO energy	-8.563	eV
molecular weight	104.174	g/mol

The geometry in XYZ format:
```
14
C4H8OS | the Open Molecules 2025 dataset | wB97M-V/def2-TZVPD
C 0.791 -1.406 1.315
C 0.046 1.132 0.341
C 0.613 0.467 -0.948
C -0.263 -0.437 -1.661
H 1.140 -1.451 0.216
H 1.480 -0.944 1.957
H 0.527 -2.294 1.793
H -0.707 1.895 0.107
H 0.855 1.706 0.956
H 1.771 0.380 -0.973
H 0.280 -1.167 -2.197
H -1.319 -0.715 -1.476
O -0.057 0.923 -2.117
S -0.668 -0.208 1.392
```

***

two:
Below is a single C4H8OS molecule, with properties calculated with wB97M-V/def2-TZVPD.

Results
SMILES string	CCSC(C)=O
HOMO energy	-9.619	eV
molecular weight	104.174	g/mol

The geometry in XYZ format:
```
14
C4H8OS | the Open Molecules 2025 dataset | wB97M-V/def2-TZVPD
C 0.236 -1.283 1.647
C -0.976 -0.602 1.080
C 0.284 0.488 -0.997
C 0.493 1.597 -2.016
H 1.018 -1.230 0.953
H -0.084 -2.329 1.881
H 0.449 -0.887 2.654
H -1.580 -1.432 0.714
H -1.455 -0.210 2.075
H 0.312 1.092 -2.992
H -0.059 2.516 -1.961
H 1.496 1.920 -2.120
O 0.857 -0.576 -1.061
S -0.990 0.935 0.142
```

***

The winner here is two, beating the second structure by 153.2 kJ/mol.

***

one:
Below is an isolated ion of composition C3H8NOS and charge -1, with properties calculated with wB97M-V/def2-TZVPD.

Results
SMILES string	[O-]CNCCS
HOMO energy	-2.668	eV
total charge	-1
molecular weight	106.170	g/mol

The geometry in XYZ format:
```
14
C3H8NOS | the Open Molecules 2025 dataset | wB97M-V/def2-TZVPD
C -0.234 -0.131 -0.334
C -1.270 -0.718 0.568
S -2.208 -2.117 -0.270
N 0.152 1.265 -0.017
C 1.726 1.115 -0.002
O 2.396 0.183 0.700
H 0.577 -0.852 -0.384
H -0.571 -0.135 -1.391
H -1.875 0.124 0.871
H -0.954 -1.357 1.424
H -1.602 -1.854 -1.336
H -0.118 1.399 1.028
H 1.786 0.891 -1.076
H 2.194 2.185 0.218
```

***

two:
Below is a 2-piece molecular cluster, C3H8NOS overall, with properties calculated with wB97M-V/def2-TZVPD.

Results
HOMO energy	-2.997	eV
total charge	-1
molecular weight	106.170	g/mol

The geometry in XYZ format:
```
14
C3H8NOS | the Open Molecules 2025 dataset | wB97M-V/def2-TZVPD
C -0.715 -1.917 -0.915
C -0.724 -1.329 0.486
N -1.309 -0.066 0.631
O -0.158 -1.905 1.388
H -1.720 -1.966 -1.332
H -0.300 -2.927 -0.894
H -0.118 -1.256 -1.548
H -0.673 0.655 0.050
H -2.197 -0.035 0.138
C 1.463 1.815 0.629
S 0.585 1.685 -0.972
H 2.439 2.278 0.494
H 0.887 2.423 1.325
H 1.620 0.843 1.087
```

***

The winner here is two, beating the second structure by 240.1 kJ/mol.

***

one:
Below is an isolated ion of composition C3H8NOS and charge -1, with properties calculated with wB97M-V/def2-TZVPD.

Results
SMILES string	N[C@H](C[O-])CS
HOMO energy	-2.703	eV
total charge	-1
molecular weight	106.170	g/mol

The geometry in XYZ format:
```
14
C3H8NOS | the Open Molecules 2025 dataset | wB97M-V/def2-TZVPD
C -1.210 -0.335 0.962
O -0.993 -1.176 1.980
C 0.113 0.175 0.299
C -0.169 0.704 -1.098
S 1.296 1.433 -1.904
N 1.097 -0.913 0.242
H -1.803 -0.794 0.116
H -1.791 0.591 1.226
H 0.507 1.001 0.895
H -0.936 1.481 -1.050
H -0.539 -0.103 -1.725
H 2.084 0.400 -1.562
H 0.578 -1.708 0.632
H 1.766 -0.753 0.988
```

***

two:
Below is an isolated ion of composition C3H8NOS and charge -1, with properties calculated with wB97M-V/def2-TZVPD.

Results
SMILES string	[O-]CNCCS
HOMO energy	-2.593	eV
total charge	-1
molecular weight	106.170	g/mol

The geometry in XYZ format:
```
14
C3H8NOS | the Open Molecules 2025 dataset | wB97M-V/def2-TZVPD
C -0.583 0.200 0.497
C -0.614 0.447 -1.024
S -0.089 2.286 -1.468
N -0.760 -1.187 0.829
C 0.626 -1.767 1.610
O 1.389 -2.607 1.096
H 0.264 0.670 1.071
H -1.597 0.695 0.919
H -1.449 0.326 -1.787
H 0.331 -0.086 -1.264
H 1.197 2.107 -1.128
H -0.971 -1.618 -0.043
H 1.116 -0.841 1.993
H 0.174 -1.944 2.662
```

***

The winner here is one, beating the second structure by 198.0 kJ/mol.

***

one:
Below is a single C4H8F2 molecule, with properties calculated with wB97M-V/def2-TZVPD.

Results
SMILES string	CC(C)(F)CF
HOMO energy	-11.467	eV
molecular weight	94.104	g/mol

The geometry in XYZ format:
```
14
C4H8F2 | the Open Molecules 2025 dataset | wB97M-V/def2-TZVPD
C 0.680 1.084 -0.689
C 0.156 -0.219 -0.099
C 0.514 -0.245 1.355
C -1.315 -0.623 -0.451
H -0.101 1.879 -0.782
H 1.608 1.490 -0.262
H 0.925 0.871 -1.789
H 0.304 0.724 1.803
H 1.574 -0.418 1.349
H 0.117 -1.091 1.865
H -1.464 -1.629 -0.105
H -1.525 -0.593 -1.505
F 0.799 -1.338 -0.764
F -2.270 0.108 0.075
```

***

two:
Below is a single C4H8F2 molecule, with properties calculated with wB97M-V/def2-TZVPD.

Results
SMILES string	CCCC(F)F
HOMO energy	-11.388	eV
molecular weight	94.104	g/mol

The geometry in XYZ format:
```
14
C4H8F2 | the Open Molecules 2025 dataset | wB97M-V/def2-TZVPD
F -0.355 -2.396 1.519
F 1.483 -1.467 0.988
C -0.058 0.824 -1.464
C 0.158 -1.511 0.643
C 0.175 1.018 0.014
C -0.401 -0.093 0.902
H -1.121 0.863 -1.715
H 0.337 -0.140 -1.857
H 0.463 1.636 -1.925
H -0.036 -1.821 -0.398
H -0.278 1.963 0.295
H 1.239 1.130 0.231
H -1.478 -0.107 0.830
H -0.127 0.101 1.937
```

***

The winner here is two, beating the second structure by 50.6 kJ/mol.

***

one:
Below is a 5-piece molecular cluster, H10O5 overall, with properties calculated with wB97M-V/def2-TZVPD.

Results
2S+1	2
HOMO energy (spin up / spin down)	-15.133 / -14.210	eV
total charge	+1
⟨S²⟩	0.7567
molecular weight	90.075	g/mol

The geometry in XYZ format:
```
15
H10O5 | the Open Molecules 2025 dataset | wB97M-V/def2-TZVPD
O -2.581 0.492 0.094
H -2.904 -0.404 -0.003
H -3.096 1.002 -0.531
O -2.032 -0.226 2.514
H -2.498 -1.044 2.341
H -2.003 0.217 1.666
O 2.073 -1.741 -2.020
H 2.575 -2.499 -1.719
H 1.698 -1.369 -1.222
O 0.234 -0.514 -0.510
H 0.269 0.425 -0.692
H -0.677 -0.676 -0.263
O 2.630 2.115 -0.059
H 3.127 2.866 0.266
H 3.182 1.358 0.138
```

***

two:
Below is a 5-piece molecular cluster, H10O5 overall, with properties calculated with wB97M-V/def2-TZVPD.

Results
2S+1	2
HOMO energy (spin up / spin down)	-15.219 / -14.693	eV
total charge	+1
⟨S²⟩	0.7568
molecular weight	90.075	g/mol

The geometry in XYZ format:
```
15
H10O5 | the Open Molecules 2025 dataset | wB97M-V/def2-TZVPD
O 1.179 1.486 -0.245
H 2.130 1.562 -0.323
H 0.841 1.853 -1.062
O 0.678 1.443 2.440
H 0.837 1.433 1.496
H 0.788 2.360 2.692
O -0.294 -1.079 -0.974
H 0.236 -0.619 -0.323
H -1.041 -0.500 -1.128
O -0.094 -3.900 -1.663
H -0.783 -4.109 -2.294
H -0.241 -2.980 -1.443
O -1.642 0.703 0.976
H -1.811 1.501 0.476
H -0.783 0.846 1.374
```

***

The winner here is two, beating the second structure by 34.1 kJ/mol.

***

one:
Below is a 2-piece molecular cluster, C2H3N2O2 overall, with properties calculated with wB97M-V/def2-TZVPD.

Results
HOMO energy	-2.349	eV
total charge	-1
molecular weight	87.058	g/mol

The geometry in XYZ format:
```
9
C2H3N2O2 | the Open Molecules 2025 dataset | wB97M-V/def2-TZVPD
C 3.206 -0.098 0.080
C 0.582 0.107 0.348
N -0.564 -0.831 0.222
N -0.180 0.153 -0.902
O 3.546 0.924 -0.491
O 3.455 -1.218 0.507
H 0.232 0.944 1.005
H -0.291 -1.766 -0.212
H -0.772 0.980 -0.804
```

***

two:
Below is a 2-piece molecular cluster, C2H3N2O2 overall, with properties calculated with wB97M-V/def2-TZVPD.

Results
HOMO energy	-4.539	eV
total charge	-1
molecular weight	87.058	g/mol

The geometry in XYZ format:
```
9
C2H3N2O2 | the Open Molecules 2025 dataset | wB97M-V/def2-TZVPD
C 1.680 0.151 0.058
C -1.901 0.268 -0.660
N 2.902 -0.165 0.285
N -2.935 0.033 -0.188
O 0.586 -0.593 0.026
O -4.064 0.091 0.179
H 1.662 1.238 -0.177
H -0.735 0.033 -0.364
H 2.806 -1.054 0.843
```

***

The winner here is two, beating the second structure by 57.8 kJ/mol.